No. 1
ORCA calculation (the ωB97M-V functional and the def2-TZVPD basis) on 10 unconnected molecules or ions with the total composition C30H70N10O12S.

```
! RIJCOSX wB97M-V def2-TZVPD def2/J DEFGRID3
* xyz 0 1
C 0.280 -2.677 1.349
O 1.668 -2.856 1.185
C 2.313 -3.243 2.344
N 2.813 -2.084 3.130
S 2.077 -1.894 4.677
C 2.860 -0.904 2.354
O 3.587 -0.807 1.465
O 2.061 0.115 2.739
H 0.001 -1.938 2.099
H -0.083 -2.282 0.411
H -0.271 -3.607 1.509
H 1.713 -3.878 2.983
H 3.175 -3.832 2.046
H 0.761 -1.598 4.508
H 1.474 0.325 1.986
C 5.727 -0.312 -1.592
N 6.190 -0.771 -0.302
C 7.427 -1.235 0.021
C 8.450 -1.285 -1.088
O 7.677 -1.592 1.164
H 5.392 0.725 -1.510
H 4.879 -0.924 -1.911
H 6.517 -0.376 -2.335
H 5.541 -0.759 0.472
H 9.384 -1.672 -0.689
H 8.116 -1.940 -1.884
H 8.629 -0.287 -1.486
C -2.456 3.049 0.624
N -1.309 2.168 0.650
C -1.253 0.856 0.350
C -2.535 0.191 -0.075
O -0.184 0.242 0.419
H -2.248 3.866 -0.071
H -2.586 3.464 1.626
H -3.362 2.535 0.319
H -0.424 2.566 0.927
H -2.341 -0.856 -0.288
H -3.275 0.252 0.723
H -2.924 0.657 -0.970
C 2.994 3.188 3.864
N 1.689 3.257 3.230
C 0.702 4.157 3.442
C 0.954 5.241 4.461
O -0.355 4.087 2.825
H 3.769 3.261 3.101
H 3.094 2.227 4.369
H 3.126 3.987 4.585
H 1.463 2.556 2.543
H 0.077 5.879 4.519
H 1.133 4.805 5.444
H 1.810 5.849 4.167
C -2.530 6.963 1.821
N -3.646 6.656 0.944
C -4.217 7.432 -0.013
C -3.646 8.814 -0.222
O -5.156 7.013 -0.673
H -1.747 6.222 1.650
H -2.870 6.883 2.855
H -2.140 7.959 1.645
H -4.076 5.749 1.033
H -4.203 9.307 -1.014
H -3.736 9.407 0.689
H -2.598 8.753 -0.519
C -6.274 1.148 -4.941
N -5.548 0.407 -3.918
C -5.406 0.702 -2.606
C -6.072 1.957 -2.096
O -4.757 -0.032 -1.867
H -7.042 0.506 -5.369
H -5.576 1.432 -5.731
H -6.737 2.041 -4.535
H -5.079 -0.443 -4.190
H -5.870 2.056 -1.033
H -5.679 2.835 -2.609
H -7.152 1.902 -2.240
C 0.048 -5.814 -1.246
N 0.502 -6.328 0.032
C 1.724 -6.829 0.357
C 2.771 -6.872 -0.729
O 1.948 -7.222 1.491
H -0.265 -4.776 -1.117
H -0.812 -6.402 -1.572
H 0.821 -5.861 -2.004
H -0.146 -6.328 0.804
H 3.684 -7.292 -0.318
H 2.439 -7.501 -1.556
H 2.983 -5.866 -1.093
C 6.790 -0.183 -6.778
N 7.259 -0.635 -5.481
C 8.495 -1.089 -5.143
C 9.539 -1.144 -6.231
O 8.738 -1.436 -3.996
H 6.448 0.850 -6.699
H 5.950 -0.804 -7.095
H 7.575 -0.241 -7.524
H 6.609 -0.625 -4.710
H 10.465 -1.524 -5.810
H 9.220 -1.812 -7.032
H 9.723 -0.147 -6.635
C 2.195 -2.893 9.613
N 1.348 -2.249 8.627
C 0.398 -1.298 8.819
C 0.161 -0.822 10.232
O -0.233 -0.854 7.872
H 3.242 -2.705 9.368
H 2.022 -3.970 9.590
H 1.992 -2.522 10.612
H 1.451 -2.516 7.661
H -0.621 -0.069 10.221
H -0.161 -1.650 10.866
H 1.068 -0.377 10.643
C -9.716 -3.513 -6.512
N -8.982 -2.299 -6.821
C -9.294 -1.019 -6.489
C -10.558 -0.790 -5.699
O -8.564 -0.097 -6.827
H -9.079 -4.183 -5.932
H -9.993 -4.013 -7.441
H -10.614 -3.298 -5.944
H -8.126 -2.379 -7.348
H -10.668 0.274 -5.514
H -11.427 -1.137 -6.259
H -10.509 -1.308 -4.740
*
```

Summary:
* structure (SMILES): COCN(S)C(=O)O.CNC(C)=O.CNC(C)=O.CNC(C)=O.CNC(C)=O.CNC(C)=O.CNC(C)=O.CNC(C)=O.CNC(C)=O.CNC(C)=O
* gap between HOMO and LUMO: 9.02 eV

Atomic partial charges in e from the Löwdin method, atoms 1 to 2:
1. C -0.10
2. O -0.15

No. 2
ORCA calculation (the ωB97M-V functional and the def2-TZVPD basis) on 5 unconnected molecules or ions with the total composition C30H70NO2P.

```
! RIJCOSX wB97M-V def2-TZVPD def2/J DEFGRID3
* xyz 0 1
C 2.978 -4.754 5.760
C 3.766 -6.031 6.103
C 3.161 -7.186 5.356
O 3.428 -7.445 4.202
O 2.256 -7.880 6.095
C 1.140 -8.406 5.383
C -0.157 -7.741 5.866
P -0.963 -6.800 4.470
C -1.898 -5.453 5.335
N -3.349 -5.513 5.082
H 2.649 -4.775 4.726
H 3.630 -3.892 5.865
H 2.135 -4.622 6.429
H 4.787 -5.920 5.752
H 3.772 -6.202 7.173
H 1.257 -8.280 4.312
H 1.079 -9.477 5.563
H -0.846 -8.479 6.263
H 0.081 -7.006 6.628
H -1.998 -7.700 4.133
H -1.473 -4.508 4.992
H -1.730 -5.518 6.407
H -3.749 -4.660 5.449
H -3.508 -5.479 4.083
C -6.203 -1.040 1.424
C -5.049 -1.758 0.731
C -4.351 -2.788 1.617
C -3.694 -2.213 2.873
C -2.657 -1.124 2.613
C -1.466 -1.603 1.787
H -5.862 -0.465 2.287
H -6.692 -0.345 0.741
H -6.954 -1.754 1.769
H -4.326 -1.022 0.367
H -5.432 -2.270 -0.155
H -3.601 -3.316 1.022
H -5.079 -3.547 1.922
H -3.216 -3.033 3.421
H -4.465 -1.816 3.540
H -2.293 -0.754 3.575
H -3.127 -0.270 2.118
H -0.954 -2.434 2.276
H -0.745 -0.794 1.657
H -1.773 -1.932 0.793
C -2.853 3.278 0.773
C -1.641 2.414 0.433
C -0.461 2.620 1.379
C 0.121 4.034 1.375
C 0.586 4.528 0.006
C 1.706 3.686 -0.597
H -2.627 4.342 0.691
H -3.680 3.067 0.093
H -3.198 3.081 1.790
H -1.335 2.602 -0.600
H -1.939 1.362 0.476
H 0.324 1.902 1.125
H -0.774 2.374 2.399
H 0.965 4.065 2.071
H -0.618 4.736 1.772
H 0.935 5.558 0.112
H -0.259 4.564 -0.688
H 2.575 3.664 0.064
H 2.025 4.100 -1.555
H 1.388 2.657 -0.774
C 7.249 5.005 -5.873
C 7.360 3.953 -4.774
C 6.094 3.115 -4.601
C 4.851 3.907 -4.194
C 4.991 4.703 -2.898
C 5.261 3.832 -1.675
H 6.470 5.737 -5.655
H 8.187 5.550 -5.984
H 7.016 4.540 -6.834
H 7.624 4.436 -3.829
H 8.188 3.280 -5.012
H 6.286 2.331 -3.863
H 5.882 2.596 -5.541
H 4.014 3.208 -4.090
H 4.571 4.590 -5.001
H 4.065 5.262 -2.736
H 5.783 5.451 -2.998
H 4.463 3.100 -1.540
H 5.313 4.443 -0.773
H 6.206 3.293 -1.761
C -3.824 0.748 -3.208
C -2.368 1.001 -3.589
C -2.089 2.447 -3.993
C -2.845 2.937 -5.229
C -2.606 2.114 -6.494
C -1.152 2.116 -6.955
H -4.499 0.926 -4.046
H -3.967 -0.285 -2.887
H -4.128 1.399 -2.384
H -2.075 0.318 -4.390
H -1.734 0.756 -2.732
H -1.014 2.567 -4.154
H -2.340 3.103 -3.152
H -2.558 3.975 -5.421
H -3.918 2.958 -5.017
H -3.231 2.523 -7.293
H -2.942 1.085 -6.343
H -0.805 3.134 -7.144
H -1.038 1.548 -7.879
H -0.492 1.666 -6.212
*
```

Summary:
* structure (SMILES): CCC(=O)OCCPCN.CCCCCC.CCCCCC.CCCCCC.CCCCCC
* gap between HOMO and LUMO: 9.49 eV

Atomic partial charges in e from the Löwdin method, atoms 1 to 2:
1. C -0.08
2. C -0.14

E_HOMO for every record listed, in sequence, given in eV: -8.512, -8.819.